Arrangement 1

{"formula": "C8H10N3", "method": "ωB97M-V/def2-TZVPD", "lumo_energy_ev": -4.71, "homo_lumo_gap_ev": 8.75, "molar_mass_g_mol": 148.2, "charge": 1, "symbols": ["N", "N", "N", "C", "C", "C", "C", "C", "C", "C", "C", "H", "H", "H", "H", "H", "H", "H", "H", "H", "H"], "xyz": [[-0.263, 0.745, -0.780], [-2.484, 0.424, -0.729], [-1.754, -0.702, 1.381], [-1.295, -0.257, -0.739], [2.919, -0.743, 0.201], [-1.891, 0.489, 0.559], [-0.488, 2.627, 0.927], [0.845, 0.605, -1.385], [-1.134, -1.485, 0.264], [-0.805, 1.495, 0.342], [2.869, -1.456, -0.722], [-0.990, 3.060, 1.787], [-2.495, -1.196, 1.878], [0.370, 3.264, 0.699], [0.708, -0.318, -1.980], [-1.524, -2.503, -0.055], [2.756, -2.184, -1.575], [1.631, 1.178, -1.122], [-3.353, -0.048, -0.769], [3.144, -0.055, 1.076], [0.008, -1.435, 0.555]], "mulliken_charge": [0.235, -0.481, -0.458, 0.167, -0.477, 0.810, -1.076, -0.414, -0.369, 0.083, -0.155, 0.276, 0.271, 0.270, 0.358, 0.336, 0.360, 0.483, 0.289, 0.341, 0.152]}

=====

Arrangement 2

{"formula": "C8H10N3", "method": "ωB97M-V/def2-TZVPD", "smiles": "C=[N+]1C=C(C)NC2=CC=N[C@H]21", "lumo_energy_ev": -4.69, "homo_lumo_gap_ev": 7.78, "molar_mass_g_mol": 148.2, "charge": 1, "symbols": ["N", "N", "N", "C", "C", "C", "C", "C", "C", "C", "C", "H", "H", "H", "H", "H", "H", "H", "H", "H", "H"], "xyz": [[1.190, 2.258, -0.597], [-1.005, -0.210, 0.863], [0.907, -0.141, -0.982], [2.157, -0.253, -0.810], [-0.187, 0.867, 0.683], [-2.032, -2.267, 0.018], [1.089, 2.691, 0.606], [-1.005, -1.203, -0.089], [0.306, 1.135, -0.715], [-0.025, -1.191, -1.023], [0.254, 1.874, 1.467], [2.770, 0.634, -0.739], [1.616, 3.577, 0.911], [-1.940, -2.976, -0.799], [2.628, -1.225, -0.844], [0.079, 2.052, 2.508], [-1.940, -2.802, 0.963], [0.156, -1.998, -1.706], [-1.503, -0.345, 1.730], [-3.027, -1.827, -0.012], [-0.490, 1.351, -1.435]], "mulliken_charge": [-0.743, -0.035, 0.157, -0.209, 0.094, -1.371, -0.302, 0.669, 0.333, -0.728, -0.646, 0.357, 0.491, 0.357, 0.293, 0.473, 0.363, 0.427, 0.300, 0.367, 0.356]}

=====

Last place for stability: arrangement 1

=====

Arrangement 1

{"formula": "C3H11N4", "method": "ωB97M-V/def2-TZVPD", "lumo_energy_ev": [-3.66, -6.13], "homo_lumo_gap_ev": [8.14, 7.27], "molar_mass_g_mol": 103.1, "multiplicity": 3, "charge": 1, "s2": 2.020, "symbols": ["N", "N", "N", "N", "C", "C", "C", "H", "H", "H", "H", "H", "H", "H", "H", "H", "H", "H"], "xyz": [[-1.478, -0.804, -0.224], [-1.898, 1.397, 0.400], [-0.591, -0.725, 0.734], [0.963, 0.374, -0.121], [-2.202, 0.322, -0.399], [1.329, -0.449, -1.163], [1.769, 0.382, 1.074], [2.530, -0.479, 0.878], [1.021, 0.082, 1.864], [-1.499, -1.547, -0.971], [2.246, -0.031, -1.817], [1.884, -1.399, -0.841], [-0.175, -1.682, 0.882], [-1.001, 1.529, 0.836], [-2.532, 2.173, 0.479], [2.189, 1.415, 1.255], [0.579, -0.691, -1.895], [-3.131, 0.133, -0.971]], "mulliken_charge": [0.112, -0.226, -0.526, -0.103, 0.004, -0.887, -0.672, 0.303, 0.289, 0.315, 0.320, 0.340, 0.289, 0.240, 0.250, 0.274, 0.312, 0.368]}

=====

Arrangement 2

{"formula": "C3H11N4", "method": "ωB97M-V/def2-TZVPD", "lumo_energy_ev": [-2.89, -7.74], "homo_lumo_gap_ev": [6.71, 6.59], "molar_mass_g_mol": 103.1, "multiplicity": 3, "charge": 1, "s2": 2.006, "symbols": ["N", "N", "N", "N", "C", "C", "C", "H", "H", "H", "H", "H", "H", "H", "H", "H", "H", "H"], "xyz": [[-1.491, -0.291, -0.207], [0.671, 0.194, -0.828], [-0.322, 0.341, 0.151], [2.339, 0.024, 0.774], [-1.592, -1.655, -0.058], [1.907, 0.035, -0.473], [-0.341, 1.754, 0.548], [-2.579, -1.968, -0.266], [-1.036, -2.284, -0.717], [1.761, 0.657, 1.307], [0.591, 2.172, 0.266], [-1.374, -2.174, 0.978], [-0.497, 1.930, 1.680], [3.338, -0.088, 0.937], [2.594, -0.173, -1.235], [0.322, -0.050, -1.702], [-1.176, 2.249, 0.022], [-1.851, 0.088, -1.126]], "mulliken_charge": [-0.582, 0.033, 0.319, -0.299, -0.849, -0.401, -0.854, 0.383, 0.373, 0.210, 0.418, 0.285, 0.317, 0.274, 0.490, 0.223, 0.330, 0.330]}

=====

Last place for stability: arrangement 2

=====

Arrangement 1

{"formula": "C19H27N5O3S", "method": "ωB97M-V/def2-TZVPD", "smiles": "CN(CCCNC(=O)[C@H]1CCCN(S(=O)(=O)c2cnc[nH]2)C1)c1ccccc1", "lumo_energy_ev": 0.58, "homo_lumo_gap_ev": 8.27, "molar_mass_g_mol": 405.5, "symbols": ["S", "O", "O", "O", "N", "N", "N", "N", "N", "C", "C", "C", "C", "C", "C", "C", "C", "C", "C", "C", "C", "C", "C", "C", "C", "C", "C", "C", "H", "H", "H", "H", "H", "H", "H", "H", "H", "H", "H", "H", "H", "H", "H", "H", "H", "H", "H", "H", "H", "H", "H", "H", "H", "H", "H"], "xyz": [[2.326, 1.050, 0.533], [-2.455, -0.848, 2.705], [1.233, 1.969, 0.324], [3.413, 1.459, 1.370], [-3.496, -0.912, -0.794], [3.908, 0.015, -2.974], [2.341, 1.316, -2.154], [-2.307, 1.045, 1.480], [1.756, -0.441, 1.010], [2.935, 0.698, -1.091], [-0.268, 0.097, 2.282], [-3.942, -1.994, 0.056], [-1.459, -2.122, -1.265], [0.302, -0.623, 3.502], [-4.388, 0.199, -1.003], [-1.787, 0.033, 2.202], [0.317, -0.547, 1.018], [2.964, 0.870, -3.264], [3.907, -0.106, -1.626], [-2.284, -0.998, -1.428], [-0.593, -0.091, -2.911], [-0.241, -2.217, -1.908], [1.826, -0.515, 3.480], [2.389, -1.051, 2.163], [-4.031, 1.482, -0.228], [-1.812, 0.018, -2.272], [0.210, -1.205, -2.737], [-3.719, 1.253, 1.254], [-1.767, -2.934, -0.628], [0.048, -1.606, 0.975], [-4.957, -1.795, 0.393], [1.162, -1.287, -3.240], [-3.310, -2.095, 0.942], [-4.879, 2.163, -0.319], [-5.389, -0.115, -0.696], [-0.009, -1.669, 3.477], [-1.675, 1.728, 1.089], [-0.053, -0.056, 0.119], [1.575, 1.965, -2.052], [0.050, 1.144, 2.297], [-3.167, 1.969, -0.683], [2.230, -2.131, 2.087], [4.595, -0.752, -1.122], [-2.400, 0.904, -2.451], [3.455, -0.837, 2.090], [-4.234, 0.373, 1.643], [0.366, -3.099, -1.760], [-0.095, -0.179, 4.417], [2.121, 0.532, 3.577], [-3.951, -2.942, -0.490], [2.712, 1.185, -4.257], [-0.273, 0.709, -3.567], [-4.442, 0.439, -2.072], [-4.044, 2.128, 1.832], [2.260, -1.072, 4.312]], "mulliken_charge": [1.437, -0.697, -0.702, -0.694, 0.208, -0.597, 0.109, -0.046, 0.447, -0.021, 1.155, -1.330, -0.414, -1.102, -1.180, -0.406, -1.914, -0.444, -0.356, 1.362, -0.956, -0.730, -0.642, -0.865, -0.476, -0.619, -0.638, -0.937, 0.335, 0.515, 0.324, 0.505, 0.387, 0.478, 0.427, 0.311, 0.271, 0.211, 0.233, 0.602, 0.326, 0.485, 0.472, 0.314, 0.498, 0.443, 0.396, 0.443, 0.371, 0.466, 0.430, 0.522, 0.439, 0.406, 0.437]}

=====

Arrangement 2

{"formula": "C19H27N5O3S", "method": "ωB97M-V/def2-TZVPD", "smiles": "CCCc1nc(SCC(=O)N2CCC(C)CC2)c2c(=O)n(C)c(=O)n(C)c2n1", "lumo_energy_ev": 0.39, "homo_lumo_gap_ev": 9.15, "molar_mass_g_mol": 405.5, "symbols": ["S", "O", "O", "O", "N", "N", "N", "N", "N", "C", "C", "C", "C", "C", "C", "C", "C", "C", "C", "C", "C", "C", "C", "C", "C", "C", "C", "C", "H", "H", "H", "H", "H", "H", "H", "H", "H", "H", "H", "H", "H", "H", "H", "H", "H", "H", "H", "H", "H", "H", "H", "H", "H", "H", "H"], "xyz": [[1.057, 2.197, 1.081], [6.946, 0.345, -0.873], [3.539, 2.953, 0.637], [-0.510, 1.213, -1.099], [2.932, -1.691, 0.007], [1.086, -0.429, 0.763], [4.973, -0.666, -0.431], [-2.359, 0.462, -0.066], [5.255, 1.660, -0.142], [-4.164, 0.882, -1.659], [-0.652, 1.589, 1.265], [3.673, -0.586, -0.031], [-1.158, 1.081, -0.082], [1.674, -1.559, 0.414], [3.955, 1.860, 0.298], [-1.412, -3.865, 0.714], [1.799, 0.691, 0.699], [3.153, 0.662, 0.326], [-3.278, 0.372, 1.044], [5.553, -1.939, -0.812], [5.798, 0.443, -0.507], [-6.386, 1.732, -0.825], [6.143, 2.806, -0.227], [-2.947, 0.025, -1.317], [0.866, -2.817, 0.476], [-4.505, 1.249, 0.781], [-5.189, 0.835, -0.524], [-0.615, -2.567, 0.730], [-7.113, 1.684, -0.018], [-2.794, 0.669, 1.972], [-5.200, 1.161, 1.617], [-3.244, -1.026, -1.217], [-1.236, 2.441, 1.608], [-3.839, 1.913, -1.813], [-2.182, 0.110, -2.091], [-1.048, -4.548, 1.478], [-4.191, 2.293, 0.707], [-0.646, 0.797, 2.010], [6.365, -2.193, -0.130], [-5.543, -0.198, -0.417], [-0.733, -2.071, 1.695], [-0.990, -1.888, -0.036], [7.007, 2.653, 0.420], [-3.593, -0.674, 1.140], [-1.325, -4.356, -0.253], [-2.465, -3.670, 0.906], [5.959, -1.867, -1.821], [1.287, -3.448, 1.265], [-6.066, 2.765, -0.939], [5.579, 3.680, 0.090], [4.766, -2.686, -0.764], [6.492, 2.927, -1.252], [-6.873, 1.421, -1.746], [-4.611, 0.524, -2.587], [1.010, -3.351, -0.466]], "mulliken_charge": [-0.233, -0.643, -0.673, -0.701, -0.594, -0.289, 0.038, 0.502, -0.019, -0.969, -0.921, 1.050, 0.900, -0.184, 1.048, -1.651, -0.153, -0.136, -0.879, -1.052, 0.514, -1.717, -1.121, -0.943, -0.494, -0.925, 0.660, 0.285, 0.416, 0.571, 0.433, 0.355, 0.545, 0.301, 0.497, 0.414, 0.261, 0.349, 0.309, 0.174, 0.307, -0.011, 0.326, 0.219, 0.351, 0.391, 0.316, 0.220, 0.364, 0.369, 0.353, 0.319, 0.412, 0.417, 0.321]}

=====

Last place for stability: arrangement 1

=====

Arrangement 1

{"formula": "C9H11N5", "method": "ωB97M-V/def2-TZVPD", "smiles": "NCc1ccc2nc(N)nc(N)c2c1", "lumo_energy_ev": 0.33, "homo_lumo_gap_ev": 8.42, "molar_mass_g_mol": 189.2, "symbols": ["N", "N", "N", "N", "N", "C", "C", "C", "C", "C", "C", "C", "C", "C", "H", "H", "H", "H", "H", "H", "H", "H", "H", "H", "H"], "xyz": [[1.688, -1.400, 0.232], [2.631, 0.816, 0.114], [3.933, -1.074, 0.092], [1.349, 2.692, 0.001], [-4.348, 0.004, 0.896], [-1.885, -1.358, -0.328], [-2.188, -0.005, -0.301], [-3.637, 0.366, -0.334], [0.234, 0.514, -0.300], [2.662, -0.558, 0.107], [-1.130, 0.877, -0.309], [0.420, -0.865, -0.084], [1.438, 1.310, -0.092], [-0.586, -1.775, -0.201], [-3.987, 0.662, 1.647], [2.137, 3.125, 0.700], [-1.301, 1.958, -0.360], [-3.705, 1.442, -0.423], [0.351, 3.038, 0.051], [-4.095, -0.986, 1.038], [-2.681, -2.058, -0.445], [-4.130, -0.137, -1.187], [4.115, -2.044, 0.298], [-0.189, -2.823, 0.005], [4.755, -0.485, 0.377]], "mulliken_charge": [-0.649, -0.623, -0.418, -0.502, -0.599, -0.384, 0.366, -1.138, 0.373, 0.352, -0.474, 0.338, 0.466, -0.441, 0.269, 0.302, 0.141, 0.446, 0.227, 0.314, 0.487, 0.329, 0.254, 0.314, 0.248]}

=====

Arrangement 2

{"formula": "C9H11N5", "method": "ωB97M-V/def2-TZVPD", "smiles": "Cc1nc2ncnn2c2c1CCN2C", "lumo_energy_ev": 0.58, "homo_lumo_gap_ev": 8.75, "molar_mass_g_mol": 189.2, "symbols": ["N", "N", "N", "N", "N", "C", "C", "C", "C", "C", "C", "C", "C", "C", "H", "H", "H", "H", "H", "H", "H", "H", "H", "H", "H"], "xyz": [[-1.449, -1.096, 3.067], [0.742, 1.572, -0.243], [-1.298, -2.015, 0.799], [-0.406, 0.876, 2.484], [-0.562, 0.194, 1.406], [1.386, 1.032, -1.542], [-1.027, 0.136, 3.452], [0.104, 0.456, 0.204], [1.320, 2.536, 0.690], [-1.158, -1.018, 1.722], [-0.122, -0.562, -0.731], [-1.202, -2.639, -1.596], [-0.876, -1.702, -0.376], [0.516, -0.060, -1.982], [-0.320, 0.375, -2.611], [1.136, -0.718, -2.566], [2.405, 0.608, -1.225], [-1.352, 0.492, 4.461], [0.750, 2.345, 1.607], [1.331, 3.532, 0.215], [2.405, 2.343, 0.825], [-1.786, -3.474, -1.271], [-1.787, -2.056, -2.392], [1.500, 1.860, -2.293], [-0.249, -3.018, -2.104]], "mulliken_charge": [-0.619, -0.058, -0.720, -1.416, 0.769, -0.621, -0.182, 0.146, -0.834, 0.313, 0.514, -1.102, 1.002, -0.722, 0.209, 0.390, 0.289, 0.377, 0.425, 0.252, 0.302, 0.421, 0.268, 0.324, 0.274]}

=====

Last place for stability: arrangement 2